The following is a DFT calculation (ωB97M-V/def2-TZVPD) of a molecular structure, C4H3AgNaO4.

Element x y z (Å)
Ag 4.15 0.14 0.88
Na -0.50 -1.20 -1.38
O 1.16 -0.27 -0.18
O -3.24 0.78 -1.09
O 2.06 1.27 1.17
O -3.66 -1.12 -0.18
C -4.74 -0.19 0.31
C -2.86 -0.46 -0.98
C 1.12 0.72 0.59
C -4.18 1.17 0.06
H -3.41 1.43 0.90
H -4.95 -0.43 1.36
H -5.60 -0.48 -0.32

Properties
E_LUMO (alpha / beta)   -2.76 / -3.16 eV
Gap between HOMO and LUMO (alpha / beta)   2.5 / 2.1 eV
2S+1   2
HOMO energy (alpha / beta)   -5.23 / -5.21 eV
<S²>   0.76
Net charge   0

List of natural (NBO) charges in e, atom by atom: number 1, Ag, carries 0.7220; number 2, Na, carries 0.8990; number 3, O, carries -0.7835; number 4, O, carries -0.5318; number 5, O, carries -0.7338; number 6, O, carries -0.5472; number 7, C, carries -0.1944; number 8, C, carries 0.2991; number 9, C, carries 0.8086; number 10, C, carries -0.3878; number 11, H, carries 0.1034; number 12, H, carries 0.1883; number 13, H, carries 0.1583

---

The following is a DFT calculation (ωB97M-V/def2-TZVPD) of a molecular structure, C4H3BaLiO.

Element x y z (Å)
Ba 1.28 2.01 0.80
O -0.60 -1.56 1.27
C -0.95 1.59 -0.80
C 0.50 -1.32 1.02
C 1.62 -0.79 0.49
C -1.61 1.18 -1.75
Li -2.19 -0.11 0.84
H -2.29 0.94 -2.56
H 2.40 -1.05 1.26
H 1.85 -0.89 -0.57

Properties
E_LUMO   -8.24 eV
Gap between HOMO and LUMO   8.5 eV
HOMO energy   -16.71 eV
Net charge   +2

List of natural (NBO) charges in e, atom by atom: number 1, Ba, carries 1.8924; number 2, O, carries -0.4693; number 3, C, carries -0.8589; number 4, C, carries 0.8283; number 5, C, carries -0.9764; number 6, C, carries -0.2910; number 7, Li, carries 0.9562; number 8, H, carries 0.2647; number 9, H, carries 0.3129; number 10, H, carries 0.3411

---

The following is a DFT calculation (ωB97M-V/def2-TZVPD) of a single C4H3Br molecule.

Element x y z (Å)
Br 2.24 -0.84 -0.60
C -0.57 -0.72 -0.07
C -1.48 -1.44 0.21
C 0.51 1.49 0.13
C 0.57 0.07 -0.26
H -2.18 -2.21 0.17
H -0.48 1.73 0.25
H 1.39 1.92 0.17

Properties
E_LUMO   -0.04 eV
Structure (SMILES)   C#CC(=C)Br
Gap between HOMO and LUMO   9.0 eV
HOMO energy   -9.07 eV
Net charge   0

List of natural (NBO) charges in e, atom by atom: number 1, Br, carries 0.0729; number 2, C, carries -0.0992; number 3, C, carries -0.1639; number 4, C, carries -0.3172; number 5, C, carries -0.1462; number 6, H, carries 0.2320; number 7, H, carries 0.2177; number 8, H, carries 0.2037

---

The following is a DFT calculation (ωB97M-V/def2-TZVPD) of a molecular structure, C4H3Br2ClO3.

Element x y z (Å)
Br 1.07 -3.07 0.45
Br 2.53 -0.31 0.06
Cl 0.53 -1.38 -1.97
O 1.04 2.98 1.13
O 0.34 2.44 -0.99
O 0.17 0.23 1.44
C 0.75 2.76 0.04
C 0.85 -1.26 -0.23
C -1.62 -0.44 -0.06
C -0.22 -0.37 0.52
H -1.50 -0.83 -1.06
H -1.93 -1.26 0.59
H -2.02 0.50 0.10

Properties
E_LUMO   -0.03 eV
Gap between HOMO and LUMO   10.2 eV
HOMO energy   -10.25 eV
Net charge   0

List of natural (NBO) charges in e, atom by atom: number 1, Br, carries 0.1111; number 2, Br, carries 0.1021; number 3, Cl, carries 0.0312; number 4, O, carries -0.4936; number 5, O, carries -0.5307; number 6, O, carries -0.4974; number 7, C, carries 1.0264; number 8, C, carries -0.3302; number 9, C, carries -0.7212; number 10, C, carries 0.5605; number 11, H, carries 0.2443; number 12, H, carries 0.2511; number 13, H, carries 0.2465

---

DFT total energy (Ha)
-764.232387, -261.815338, -2728.094510, -5988.162717